DFT (ωB97M-V/def2-TZVPD) results for C20H24InN4OS4 as an isolated structure at a distorted geometry.

ORCA input file:
```
! RIJCOSX wB97M-V def2-TZVPD def2/J DEFGRID3
* xyz 1 1
In -2.342 -1.956 0.077
N -0.013 -1.947 -0.001
N 0.851 -3.039 0.034
C 0.363 -4.287 0.177
N 1.227 -5.295 0.260
S -1.290 -4.544 0.240
H 0.153 -1.366 -0.815
H 0.084 -1.357 0.819
H 1.847 -2.876 0.086
H 2.220 -5.174 0.139
H 0.871 -6.234 0.317
C 5.894 2.463 0.134
C 4.761 1.434 0.153
C 4.923 0.551 -1.097
C 4.944 0.568 1.411
C 3.374 2.069 0.146
C 3.174 3.453 0.098
C 1.904 3.992 0.057
C 0.813 3.138 0.062
S -0.862 3.538 0.012
C -1.257 1.831 0.089
N -0.235 1.033 0.138
C 0.965 1.744 0.125
C 2.265 1.235 0.170
C -2.682 1.467 0.157
C -3.608 2.521 0.165
C -4.964 2.312 0.326
C -5.449 1.032 0.513
C -4.561 -0.034 0.478
C -3.210 0.175 0.282
H 6.846 1.932 0.133
H 5.872 3.106 1.015
H 5.859 3.084 -0.761
H 5.882 0.032 -1.055
H 4.905 1.162 -2.000
H 4.133 -0.199 -1.184
H 5.917 0.076 1.372
H 4.177 -0.204 1.504
H 4.910 1.186 2.308
H 4.015 4.130 0.096
H 1.755 5.063 0.021
H 2.443 0.175 0.230
H -3.246 3.535 0.059
H -5.641 3.155 0.321
H -6.502 0.856 0.688
H -4.934 -1.044 0.626
C -5.756 -2.157 -1.944
O -6.590 -2.819 -0.993
C -6.087 -3.510 0.010
S -7.023 -4.474 0.939
S -4.404 -3.559 0.449
H -6.362 -2.054 -2.840
H -4.867 -2.749 -2.162
H -5.465 -1.169 -1.587
*
```

Computed properties:
Frontier orbital gap in eV: 6.03
Relative energy (zero: lowest compared OMol25 entry of this formula, charge and spin) in eV: 1.6131
E_HOMO in eV: -10.16
Electronic energy in Ha: -2853.407347

DFT (ωB97M-V/def2-TZVPD) results for C6H4N2O3Sn as an isolated structure at a distorted geometry.

ORCA input file:
```
! RIJCOSX wB97M-V def2-TZVPD def2/J DEFGRID3
* xyz 2 1
O 0.003 5.205 -3.260
C 0.001 4.199 -2.732
Sn -0.001 -0.704 -1.751
C 2.052 -1.621 -1.961
C -2.041 -1.577 -1.943
O 3.176 -1.785 -2.138
O -3.194 -1.825 -2.157
N -0.006 0.588 2.341
C 0.008 -0.814 2.575
C 0.011 -1.359 1.390
N -0.001 -0.407 0.390
C -0.010 0.765 1.014
H -0.013 1.313 3.040
H 0.014 -1.249 3.578
H 0.022 -2.435 1.085
H -0.020 1.706 0.529
*
```

Computed properties:
Frontier orbital gap in eV: 7.99
E_HOMO in eV: -17.97
Electronic energy in Ha: -779.848077

DFT (ωB97M-V/def2-TZVPD) results for C27H30Cl5N9O2S2Zr as an isolated structure.

ORCA input file:
```
! RIJCOSX wB97M-V def2-TZVPD def2/J DEFGRID3
* xyz 2 1
Zr 0.036 0.932 0.071
N 0.350 -2.365 3.186
C -0.473 -3.121 2.382
C -0.832 -2.319 1.342
N -0.258 -1.081 1.509
C 0.462 -1.151 2.608
C 1.264 0.000 2.951
N 1.214 1.058 2.149
C 2.102 1.969 2.695
C 2.659 1.447 3.817
N 2.114 0.195 3.968
H 0.774 -2.676 4.045
H -0.714 -4.142 2.613
H -1.441 -2.550 0.486
H 2.288 2.930 2.257
H 3.379 1.841 4.510
H 2.329 -0.446 4.714
C -3.066 -0.334 1.107
N -2.237 0.878 0.851
C -2.057 1.540 2.168
C -3.090 1.712 -0.041
C -2.356 2.805 -0.765
N -1.261 2.271 -1.611
C -0.659 3.458 -2.287
C -1.828 1.467 -2.721
H -4.082 -0.004 1.339
H -2.681 -0.872 1.963
H -3.070 -0.963 0.221
H -3.038 1.790 2.582
H -1.478 2.452 2.071
H -1.553 0.852 2.845
H -3.902 2.149 0.550
H -3.548 1.025 -0.752
H -1.928 3.534 -0.077
H -3.085 3.329 -1.396
H -1.440 3.949 -2.873
H 0.133 3.138 -2.957
H -0.276 4.162 -1.556
H -2.504 2.091 -3.312
H -2.372 0.606 -2.350
H -1.014 1.125 -3.356
Cl 2.045 1.959 -1.486
C 1.848 3.285 -0.333
C 0.686 3.245 0.419
C 0.501 4.402 1.191
Cl -0.943 4.665 2.125
C 1.442 5.438 1.253
Cl 1.177 6.816 2.234
C 2.629 5.360 0.515
Cl 3.801 6.598 0.606
C 2.835 4.266 -0.324
Cl 4.228 4.143 -1.302
N 2.650 -6.893 -0.664
C 2.332 -5.592 -0.825
C 2.095 -5.067 -2.111
C 1.775 -3.745 -2.277
C 1.645 -2.905 -1.164
C 1.889 -3.409 0.113
C 2.230 -4.729 0.284
S 1.317 -1.239 -1.432
O 1.922 -0.857 -2.673
O 1.724 -0.491 -0.190
N -0.232 -0.785 -1.370
C -1.126 -1.424 -2.234
S -0.832 -1.721 -3.901
C -2.369 -2.475 -4.005
C -3.016 -2.382 -2.819
N -2.300 -1.796 -1.802
H 2.830 -7.478 -1.460
H 2.929 -7.249 0.232
H 2.193 -5.712 -2.974
H 1.641 -3.350 -3.273
H 1.859 -2.749 0.968
H 2.447 -5.109 1.274
H -2.710 -2.934 -4.917
H -4.005 -2.766 -2.623
*
```

Computed properties:
Frontier orbital gap in eV: 7.05
Relative energy (zero: lowest compared OMol25 entry of this formula, charge and spin) in eV: 0.3399
E_HOMO in eV: -13.09
Electronic energy in Ha: -4834.187476

DFT (ωB97M-V/def2-TZVPD) results for C30H26I2N6O2STi as an isolated structure at a distorted geometry.

ORCA input file:
```
! RIJCOSX wB97M-V def2-TZVPD def2/J DEFGRID3
* xyz 1 2
Ti 0.074 -0.088 -0.148
O 1.556 3.085 1.984
C 0.973 2.108 1.536
N 1.190 1.468 0.374
C 2.347 1.930 -0.388
C 2.912 0.774 -1.183
C 3.916 0.952 -2.123
C 4.389 -0.146 -2.810
C 3.856 -1.399 -2.534
C 2.862 -1.486 -1.588
N 2.391 -0.424 -0.926
C -0.089 1.419 2.388
C -0.442 1.955 3.610
C -1.359 1.277 4.390
C -1.871 0.078 3.929
C -1.452 -0.386 2.697
N -0.588 0.274 1.926
H 3.107 2.331 0.280
H 2.086 2.748 -1.061
H 4.310 1.945 -2.309
H 5.166 -0.034 -3.557
H 4.198 -2.288 -3.048
H 2.408 -2.434 -1.334
H 0.025 2.887 3.905
H -1.663 1.672 5.352
H -2.578 -0.501 4.508
H -1.796 -1.340 2.327
I -4.330 -0.964 -6.324
C -2.852 -0.711 -4.894
C -1.965 0.352 -4.999
C -0.985 0.528 -4.029
I 0.317 2.140 -4.194
C -0.881 -0.353 -2.953
O 0.045 -0.230 -2.009
C -1.779 -1.415 -2.863
C -1.652 -2.353 -1.690
N -1.730 -1.624 -0.385
C -3.023 -0.939 -0.221
C -2.919 0.555 -0.401
C -4.075 1.314 -0.497
C -3.973 2.673 -0.687
C -2.716 3.241 -0.801
C -1.614 2.422 -0.688
N -1.698 1.097 -0.468
C -2.760 -1.593 -3.830
H -2.032 1.044 -5.829
H -2.445 -3.099 -1.738
H -0.697 -2.872 -1.705
H -1.610 -2.304 0.354
H -3.739 -1.309 -0.953
H -3.443 -1.160 0.757
H -5.042 0.825 -0.440
H -4.865 3.286 -0.761
H -2.579 4.300 -0.978
H -0.616 2.823 -0.781
H -3.451 -2.426 -3.748
S 0.894 -2.340 1.138
C 1.952 -1.879 2.402
N 1.954 -2.616 3.538
C 2.738 -2.404 4.620
C 3.611 -1.365 4.624
C 3.675 -0.566 3.469
C 2.883 -0.818 2.383
H 1.308 -3.395 3.544
H 2.614 -3.097 5.442
H 4.235 -1.183 5.487
H 4.375 0.263 3.431
H 2.945 -0.225 1.481
*
```

Computed properties:
Frontier orbital gap (alpha / beta) in eV: 6.64 / 7.30
Relative energy (zero: lowest compared OMol25 entry of this formula, charge and spin) in eV: 0.1409
E_HOMO (alpha / beta) in eV: -9.50 / -10.16
Electronic energy in Ha: -3480.875366

DFT (ωB97M-V/def2-TZVPD) results for a 9-piece molecular cluster, C36H54N6O9 overall at a distorted geometry.

ORCA input file:
```
! RIJCOSX wB97M-V def2-TZVPD def2/J DEFGRID3
* xyz 0 1
N -3.289 -2.733 -4.632
C -2.128 -3.375 -4.800
C -2.264 -4.531 -4.050
C -3.524 -4.567 -3.493
C -4.169 -3.389 -3.881
H -3.496 -1.881 -5.079
H -1.359 -2.951 -5.360
H -1.567 -5.336 -4.048
H -3.975 -5.291 -2.848
H -5.174 -3.074 -3.670
N 1.957 4.199 -0.185
C 2.524 3.577 0.954
C 2.100 4.219 2.111
C 1.156 5.221 1.684
C 1.099 5.175 0.291
H 2.185 3.865 -1.164
H 3.232 2.777 0.692
H 2.438 3.897 3.110
H 0.543 5.915 2.294
H 0.486 5.743 -0.423
N 0.153 1.140 1.255
C 1.068 0.093 1.388
C 0.448 -1.053 0.938
C -0.905 -0.670 0.539
C -1.045 0.663 0.823
H 0.482 2.061 1.561
H 2.054 0.250 1.852
H 0.872 -2.028 0.864
H -1.674 -1.285 0.139
H -1.936 1.268 0.595
N -4.431 1.203 -2.076
C -5.157 1.898 -2.973
C -4.415 2.027 -4.117
C -3.110 1.436 -3.843
C -3.198 0.988 -2.539
H -4.842 0.840 -1.192
H -6.223 2.050 -2.757
H -4.649 2.525 -5.025
H -2.250 1.478 -4.470
H -2.404 0.537 -1.959
N -0.914 -0.975 3.899
C -2.164 -0.354 4.214
C -2.585 -0.947 5.360
C -1.661 -2.003 5.735
C -0.714 -2.025 4.756
H -0.449 -0.862 3.018
H -2.509 0.511 3.680
H -3.470 -0.658 5.930
H -1.692 -2.700 6.577
H 0.249 -2.573 4.821
N 0.117 2.509 -2.833
C 0.823 1.373 -2.780
C 1.920 1.478 -3.621
C 1.924 2.800 -4.158
C 0.792 3.362 -3.618
H -0.904 2.585 -2.593
H 0.352 0.447 -2.460
H 2.647 0.702 -3.881
H 2.638 3.392 -4.666
H 0.346 4.303 -3.821
C 3.081 -6.471 -0.650
C 4.061 -5.273 -0.680
O 3.317 -4.137 -1.303
C 3.856 -2.949 -1.075
O 4.904 -2.710 -0.493
O 3.124 -2.005 -1.652
C 3.696 -0.664 -1.781
H 3.747 -7.234 -0.214
H 2.742 -6.720 -1.643
H 2.198 -6.179 -0.054
H 4.956 -5.398 -1.364
H 4.405 -4.966 0.305
H 2.879 0.006 -1.495
H 3.920 -0.455 -2.860
H 4.540 -0.633 -1.114
C 6.924 4.130 2.725
C 5.957 3.594 1.693
O 6.547 2.470 0.962
C 6.637 1.387 1.750
O 6.061 1.272 2.811
O 7.261 0.398 1.154
C 7.333 -0.859 1.787
H 7.840 4.144 2.142
H 7.059 3.430 3.531
H 6.698 5.178 2.884
H 5.669 4.243 0.872
H 5.035 3.299 2.227
H 7.945 -1.482 1.123
H 6.385 -1.332 1.831
H 7.814 -0.732 2.759
C -4.111 -1.963 1.820
C -4.860 -0.663 1.703
O -6.261 -0.955 1.799
C -7.085 0.041 1.525
O -6.818 1.164 1.168
O -8.303 -0.301 1.950
C -9.373 0.611 1.778
H -4.237 -2.450 2.786
H -3.054 -1.723 1.640
H -4.417 -2.673 1.047
H -4.701 -0.152 0.750
H -4.698 0.017 2.566
H -10.240 0.153 2.221
H -9.624 0.741 0.740
H -9.170 1.558 2.263
*
```

Computed properties:
Frontier orbital gap in eV: 8.59
Relative energy (zero: lowest compared OMol25 entry of this formula, charge and spin) in eV: 0.0000
E_HOMO in eV: -8.10
Structure (SMILES): CCOC(=O)OC.CCOC(=O)OC.CCOC(=O)OC.c1cc[nH]c1.c1cc[nH]c1.c1cc[nH]c1.c1cc[nH]c1.c1cc[nH]c1.c1cc[nH]c1
Electronic energy in Ha: -2409.770466

DFT (ωB97M-V/def2-TZVPD) results for a 2-piece molecular cluster, C3H7ClN5 overall at a distorted geometry.

ORCA input file:
```
! RIJCOSX wB97M-V def2-TZVPD def2/J DEFGRID3
* xyz 1 1
C -1.748 -0.636 -0.639
C -0.477 -0.906 1.212
C 0.043 0.876 -0.313
N -1.415 -1.330 0.513
N -1.153 0.416 -1.081
N 0.309 0.130 0.776
N 0.727 1.864 -0.770
N -1.277 1.168 -2.083
Cl 1.654 -3.180 1.237
H -2.510 -1.184 -1.226
H -0.126 -1.498 2.153
H 1.156 0.353 1.297
H 0.366 2.057 -1.725
H 1.586 2.358 -0.444
H -2.185 1.264 -2.473
H 1.247 -3.152 2.439
*
```

Computed properties:
Frontier orbital gap (alpha / beta) in eV: 8.30 / 8.30
Relative energy (zero: lowest compared OMol25 entry of this formula, charge and spin) in eV: 2.5645
E_HOMO (alpha / beta) in eV: -12.63 / -12.63
Electronic energy in Ha: -852.149266